Computed, not measured: a molecular structure, C71H66CsN3O3P2S6Si at a distorted geometry, with the ωB97M-V functional and the def2-TZVPD basis.

Summary:
Energy relative to the best compared isomer or geometry (same formula, charge and spin): 22.1 kJ/mol
Net charge: -2
Frontier orbital gap: 0.13180 Ha
2S+1: 1

Cartesian coordinates (Å):
Cs: -0.2655 -1.3353 -0.9037
S: 2.0818 -6.0696 -3.0998
S: 0.6870 2.1561 0.2082
S: 0.8954 -4.6867 -5.3564
S: 1.8568 -3.7708 -1.2458
S: -4.8262 -0.2848 -0.5249
S: 0.5676 -2.1076 -3.9247
P: -0.8241 1.8946 -2.2763
P: 2.6502 -0.1920 0.4604
Si: -1.0094 -1.6155 3.8941
O: -2.2908 -3.6501 0.2811
O: -0.7284 2.5173 0.4161
O: 1.4862 -7.2530 -5.3714
N: -4.6902 -2.2331 1.1683
N: -1.5332 -2.5847 2.6317
N: -3.9656 -0.1877 1.9858
C: 2.6945 3.8128 3.9868
C: -0.4652 1.9431 -5.1385
C: -3.5218 2.5831 -2.1655
C: -2.5686 1.7694 -2.7715
C: 0.5479 4.2476 -1.6296
C: -4.4474 -0.9199 0.9642
C: -2.3990 -1.0940 5.1520
C: -2.3560 -4.4569 1.4090
C: 2.6755 2.0472 2.2314
C: -2.1475 -4.6467 3.7912
C: -3.5477 1.1868 1.7924
C: -2.6614 -5.9252 3.7434
C: 1.6239 -4.3690 -2.8043
C: 4.9682 -3.4930 1.3868
C: -1.4132 -5.3421 -1.2125
C: 5.4420 0.4343 -3.1492
C: 0.8935 3.6853 2.4460
C: -4.3232 0.6220 -3.9422
C: -0.3117 -0.0078 3.1500
C: -4.7520 2.1182 1.7173
C: 4.8173 3.2903 5.0289
C: 0.4219 -2.2875 4.9942
C: 0.9237 5.5548 -1.9892
C: -1.2904 4.5341 -3.1708
C: -2.9280 -3.6432 -1.9865
C: 4.5666 -2.2887 0.8392
C: 3.2838 -1.7995 1.0791
C: -2.8699 -4.1731 -3.2613
C: 4.7091 -0.7348 -3.0016
C: -1.9692 -3.8496 2.6390
C: 2.4014 -2.5632 1.8367
C: 0.8885 7.7060 -2.9853
C: 4.0893 -4.2363 2.1582
C: 0.2934 1.7116 -6.2703
C: 5.2111 1.3306 3.3236
C: 3.6149 4.2644 5.0890
C: 1.3600 3.6232 -0.6530
C: -2.2096 -4.2296 -0.9452
C: -6.4818 -2.6204 2.7742
C: 4.5264 1.2607 -1.0913
C: 1.4773 4.2850 3.5657
C: -1.3846 -5.8801 -2.4840
C: 4.6276 0.6220 2.2704
C: 2.1876 7.5535 -2.1530
C: -0.9567 5.8718 -3.4174
C: 3.3883 0.9282 1.7214
C: 5.3373 1.4360 -2.1992
C: -2.1221 -5.3108 -3.5096
C: 1.4785 -6.2239 -4.7377
C: 2.5458 4.2172 -0.2735
C: 4.5100 2.3703 3.8784
C: -5.2626 1.4666 -3.3743
C: -4.8604 2.4369 -2.4720
C: -2.9827 0.7590 -3.6350
C: 2.8014 -3.7751 2.3672
C: -2.9117 -5.7191 1.3772
C: 2.0934 0.8956 -4.9160
C: 3.8051 0.0835 -0.9271
C: 1.4666 2.6227 1.7782
C: 2.9537 5.4723 -0.7431
C: 1.0854 -3.7108 -3.8724
C: -3.0601 -6.4748 2.5360
C: 2.1048 6.1745 -1.5579
C: -0.5751 3.7126 -2.3087
C: 3.8829 -0.9041 -1.9089
C: 1.5674 1.1779 -6.1634
C: -5.0102 -2.8536 2.4290
C: 0.0473 1.6364 -3.8813
C: 0.1861 6.3783 -2.8533
C: 3.2664 2.7137 3.3264
C: 1.3398 1.1323 -3.7824
H: 3.0822 0.4736 -4.8181
H: 5.8900 2.3595 -2.3189
H: -5.3697 1.8337 0.8711
H: 1.7475 0.9072 -2.8038
H: 5.1735 -0.2163 1.8668
H: -0.1088 1.9392 -7.2488
H: -5.3457 2.0559 2.6276
H: -1.5768 6.4652 -4.0765
H: -2.9201 1.4642 2.6389
H: -4.8015 -3.9211 2.3405
H: -6.7186 -3.0650 3.7363
H: -3.1829 -1.8476 5.2173
H: 1.1115 7.9400 -4.0298
H: -6.6870 -1.5525 2.8074
H: -2.1493 4.1285 -3.6875
H: -2.0959 -5.7487 -4.4971
H: 1.3741 -2.0722 4.5196
H: -2.8719 -0.1570 4.8651
H: 3.3107 -1.8175 -1.7997
H: 6.1867 1.0425 3.6901
H: 2.1464 0.9790 -7.0541
H: 5.2475 -1.7365 0.2013
H: 0.4530 -1.8603 5.9922
H: -0.8613 0.3220 2.2759
H: -2.7666 -6.4979 4.6609
H: -2.0066 -0.9600 6.1559
H: -0.8125 -5.7698 -0.4213
H: -4.6416 -0.1575 -4.6210
H: 2.2576 8.3135 -1.3708
H: 3.9027 5.8777 -0.4233
H: -7.1221 -3.0638 2.0131
H: 5.7595 3.8202 4.8662
H: 3.1869 3.7163 0.4349
H: -3.4220 -3.6987 -4.0602
H: -3.4872 -7.4682 2.4894
H: 3.9301 5.2996 4.9320
H: 3.0771 7.6545 -2.7802
H: -5.0564 -2.7019 0.3534
H: 0.2580 8.5118 -2.5981
H: 0.3518 -3.3659 5.0994
H: -2.9592 1.2919 0.8731
H: -1.8746 -4.2034 4.7394
H: -1.4650 2.3455 -5.2354
H: -3.4503 -0.7096 2.6811
H: 4.7760 -1.5162 -3.7460
H: 0.9878 5.1153 4.0557
H: -3.5300 -2.7681 -1.7828
H: -0.7702 -6.7479 -2.6798
H: -0.0390 4.0708 2.0604
H: -4.3643 -2.4578 3.2120
H: 5.9730 -3.8549 1.2022
H: -3.2433 -6.1232 0.4290
H: -4.4099 3.1393 1.5772
H: 2.0955 -4.3603 2.9369
H: -6.3094 1.3494 -3.6193
H: -2.2520 0.0888 -4.0707
H: 4.9213 2.7257 5.9594
H: 6.0915 0.5583 -4.0064
H: 1.3884 -2.2235 2.0004
H: -5.5964 3.0670 -1.9922
H: 0.7229 -0.1497 2.8508
H: -0.3242 0.8007 3.8746
H: 4.4040 -5.1804 2.5820
H: -3.1968 3.3246 -1.4492
H: 4.4653 2.0365 -0.3410
H: 3.1131 4.2242 6.0585

Cartesian forces (eV/Å) of the 6 atoms listed first:
-0.78 -0.28 0.41
-0.07 0.21 0.15
0.65 0.76 0.30
0.01 0.14 0.19
0.52 0.06 1.48
0.07 0.24 -0.89

---

Computed, not measured: 9 unconnected molecules or ions with the total composition C27H72O27S9 at a distorted geometry, with the ωB97M-V functional and the def2-TZVPD basis.

Summary:
Energy relative to the best compared isomer or geometry (same formula, charge and spin): 206.7 kJ/mol
Net charge: +1
Frontier orbital gap (spin up / spin down): 0.33196 / 0.09477 Ha
2S+1: 2
<S²>: 0.756

Cartesian coordinates (Å):
S: 0.3443 0.3756 -2.6931
S: 5.8464 -0.5552 -1.2045
S: 6.7949 0.2926 -6.6338
S: -5.9849 -0.3569 4.5212
S: -5.1985 2.7055 0.5472
S: -5.9092 -0.9107 -6.1225
S: 3.5898 -3.7209 3.4564
S: -0.6589 -0.2574 4.6920
S: 5.8887 3.4394 2.6885
O: 5.2560 4.1699 3.7469
O: -5.2496 0.8636 4.6593
O: -1.2940 0.3374 5.9472
O: 5.5694 1.0833 -5.7254
O: 4.7710 2.2426 2.2515
O: -6.4373 -1.1237 5.6955
O: -6.2205 0.1082 -7.0868
O: -5.0185 1.3156 0.0510
O: -0.2734 1.6572 -2.9313
O: -1.0894 -1.5205 4.1077
O: -5.0018 -2.0453 -6.3523
O: -4.0506 3.5010 0.9021
O: 4.4845 -1.0623 -0.8284
O: -0.5001 0.8670 3.5036
O: 6.1897 -0.5139 -7.6847
O: 7.8400 1.2345 -6.8670
O: -7.3943 0.1062 3.7792
O: 6.3813 4.0857 1.4821
O: 1.0522 -0.4039 -3.6640
O: -6.1797 3.5897 -0.3923
O: 4.8071 -2.8567 3.6024
O: -5.5181 -0.0829 -4.7976
O: 2.6093 -3.8526 4.5663
O: 6.8369 -0.8386 0.0615
O: -0.8403 -0.6583 -1.9008
O: 6.5191 -0.9498 -2.4714
O: 2.7165 -3.2040 2.1007
C: -4.3459 -0.5565 -4.1335
C: -5.1236 -1.3564 3.1747
C: 3.4134 1.5504 -5.4286
C: 5.8232 1.2800 -1.1442
C: -9.2340 -0.6558 2.5022
C: -3.1037 0.0845 -4.6366
C: -5.9307 3.6267 -1.7110
C: 7.4004 -0.9465 -5.3875
C: -1.4220 2.7451 2.2632
C: 6.4569 -1.7363 1.0539
C: 1.1572 -3.0277 0.5298
C: -2.7326 -0.9647 -0.3558
C: 2.8914 0.8628 2.5071
C: -8.5134 -0.8470 3.8405
C: -7.5823 -1.5978 -5.5438
C: 3.4691 2.2634 2.9250
C: 7.2723 2.3643 3.3252
C: 7.6392 -1.9521 1.9566
C: 1.3162 0.6271 -1.1063
C: 1.1542 -0.4847 5.0135
C: 4.2695 -5.3054 2.7187
C: 4.3982 0.3566 -5.4670
C: -1.6557 0.0272 -0.9252
C: 1.5062 -3.8331 1.7281
C: -6.3331 2.6119 2.0654
C: -1.5235 1.8609 3.4991
C: -5.4680 2.3471 -2.5277
H: 5.5497 -1.3765 1.5393
H: -7.2724 2.1179 1.8170
H: 8.1758 -1.0174 2.1189
H: 3.6500 2.3062 3.9990
H: -2.3747 0.0931 -3.8263
H: 1.1691 -0.9808 5.9840
H: 6.8410 1.6568 -1.2451
H: -2.6587 -0.4325 -5.4868
H: -6.8293 3.8956 -2.2663
H: -1.9480 3.6990 2.3028
H: 1.1512 -1.9714 0.7988
H: 6.8179 1.8326 4.1612
H: -2.0649 0.9590 -1.3154
H: 2.9877 0.7523 1.4271
H: 1.9640 -3.1853 -0.1859
H: 8.2058 -1.5362 -5.8251
H: -1.0595 0.1838 -0.0262
H: 5.4199 1.6578 -0.2047
H: -8.2744 -1.7717 -6.3677
H: -8.4650 -0.5585 1.7359
H: -3.6134 -1.1495 -0.9708
H: 2.3392 0.8427 -1.4145
H: 3.8438 -6.1965 3.1802
H: 2.8657 3.1243 2.6372
H: 3.3849 2.0477 -4.4591
H: 4.0819 -0.3220 -6.2591
H: 1.6328 -4.8805 1.4541
H: 0.1884 -3.3415 0.1412
H: 4.4334 -0.2922 -4.5918
H: -0.3818 3.0293 2.1038
H: 1.6876 0.4658 5.0016
H: -5.3274 4.5109 -1.9162
H: 7.5300 1.6960 2.5036
H: -1.6135 2.1430 1.3750
H: -7.4163 -2.4103 -4.8364
H: 6.1625 -2.6767 0.5880
H: -3.1173 -0.5207 0.5623
H: -4.3410 -0.1623 -3.1173
H: 1.4668 -1.1138 4.1801
H: 1.8510 0.7747 2.8202
H: -7.9610 -0.7159 -5.0271
H: 0.8666 1.3169 -0.3921
H: 5.3264 -5.4980 2.9030
H: -5.3771 -0.8493 2.2438
H: 6.6642 -1.6885 -5.0784
H: -5.9940 1.4650 -2.1626
H: 3.6239 2.2747 -6.2155
H: -9.2569 -0.6572 4.6146
H: -9.8093 -1.5619 2.3120
H: 0.7097 -3.8313 2.4722
H: 7.5912 -0.2739 -4.5512
H: -2.4984 1.3994 3.6563
H: -5.6299 2.1164 2.7348
H: -6.4186 3.6625 2.3429
H: -3.2043 1.1363 -4.9041
H: -2.2354 -1.9182 -0.1774
H: 2.3515 1.3047 -5.4408
H: 5.3652 1.5374 -2.0991
H: 3.9819 -5.4683 1.6801
H: 8.1326 3.0117 3.4951
H: -5.6240 -2.3150 3.0374
H: -9.9839 0.1228 2.3628
H: -5.7924 2.3200 -3.5680
H: -4.3850 2.2917 -2.4181
H: 3.5304 0.1192 2.9834
H: 7.3088 -2.3251 2.9260
H: -1.1287 2.4565 4.3222
H: -4.0502 -1.3841 3.3621
H: -8.1011 -1.8531 3.9178
H: -4.3575 -1.6302 -3.9460
H: 8.4286 -2.4918 1.4334
H: 1.4063 -0.3712 -0.6779

Cartesian forces (eV/Å) of the 6 atoms listed first:
1.92 2.69 -0.01
-0.34 -0.05 -0.15
-1.07 -2.85 1.10
-2.30 -0.90 0.94
-1.91 -1.40 1.98
-2.24 -1.97 -0.65

---

Computed, not measured: 2 unconnected molecules or ions with the total composition C3H5F2OP at a distorted geometry, with the ωB97M-V functional and the def2-TZVPD basis.

Summary:
Energy relative to the best compared isomer or geometry (same formula, charge and spin): 107.8 kJ/mol
Net charge: 0
Frontier orbital gap: 0.31360 Ha
SMILES: CC=C(F)F.O=P
2S+1: 1

Cartesian coordinates (Å):
P: -4.0602 -0.4060 -0.1713
F: -0.3457 0.9601 -0.4721
F: 0.3506 0.4431 -2.3696
O: -4.2695 0.9880 0.1792
C: 1.9888 -0.1932 0.8807
C: 0.6703 0.5017 -1.1140
C: 1.7759 0.0030 -0.5856
H: 2.5945 -0.3090 -1.1274
H: -4.5643 -1.0835 1.0323
H: 0.9736 -0.0151 1.2948
H: 2.8002 0.3910 1.3068
H: 2.0859 -1.2801 1.1463

Cartesian forces (eV/Å) of the 6 atoms listed first:
0.05 -1.58 0.06
-1.34 0.69 1.38
0.14 0.27 -1.66
-0.15 1.78 0.17
-2.14 -0.93 0.47
1.65 -1.44 0.19

---

Computed, not measured: a molecular structure, C54H40I2N7O6S3Sc, with the ωB97M-V functional and the def2-TZVPD basis.

Summary:
Energy relative to the best compared isomer or geometry (same formula, charge and spin): 98.7 kJ/mol
Net charge: 0
Frontier orbital gap: 0.23444 Ha
2S+1: 1

Cartesian coordinates (Å):
I: 2.1102 5.7608 4.3646
I: 3.3097 -0.0115 3.1412
Sc: 0.1791 -0.3019 -0.3016
S: 4.5555 3.7829 0.3156
S: -2.8646 -6.6064 -3.4328
S: -2.9876 -2.9996 -6.0683
O: 1.0237 0.6149 1.1048
O: -1.8735 -6.5405 -4.4936
O: -0.1103 -3.8188 1.8674
O: -2.6035 -7.6271 -2.4268
O: 2.1742 -1.1830 -0.9545
O: -4.2484 -6.5217 -3.8658
N: -1.2813 -0.3189 2.4107
N: 0.8253 -2.2369 0.4980
N: 1.4535 1.3584 -1.6280
N: -1.3329 1.7303 0.2285
N: -1.8641 -1.6888 -0.0965
N: -0.6537 -0.0521 -2.5680
N: 2.8051 -3.1954 0.0646
C: -2.1433 -2.8415 -0.9420
C: -0.4926 -0.2928 4.6605
C: 2.4169 2.1249 -1.1768
C: -1.3783 -4.4572 -2.5461
C: 2.7380 -5.9026 -0.9683
C: 1.1648 0.6091 -5.7174
C: 4.5817 -4.3956 3.6666
C: -3.3921 -3.4477 -0.9294
C: 6.0741 5.2194 -1.1401
C: -0.5112 2.9444 0.4248
C: 2.4709 2.8743 3.5383
C: 2.0706 -4.2315 0.7983
C: 1.7456 -5.4157 -0.1216
C: 0.7597 4.0211 2.2906
C: 2.2233 1.7347 2.7940
C: -4.4613 -3.7318 -5.6296
C: 0.7771 -3.4409 1.1361
C: -2.6134 -5.0834 -2.5150
C: -1.5827 1.6284 3.7563
C: 3.2926 2.5308 -3.3481
C: -4.9773 -3.1993 -4.4885
C: -0.6840 -0.9208 3.4387
C: 3.9414 -4.0073 2.4955
C: 5.8087 4.9292 0.1629
C: 2.7868 -4.6563 2.0731
C: -1.1427 -3.3423 -1.7596
C: 2.2704 -5.6924 2.8450
C: 0.5006 -6.0347 -0.1129
C: -4.1383 -2.1966 -3.9425
C: 1.2256 -7.5690 -1.8167
C: -1.6850 -0.7325 -3.0142
C: 2.1654 1.3958 -5.2664
C: 1.9913 -2.1601 -0.1847
C: 2.9044 -6.0721 4.0161
C: -1.7064 0.9345 2.5636
C: -0.9587 1.0016 4.8238
C: 0.2380 -7.1035 -0.9634
C: 3.3626 2.7753 -1.9933
C: 4.0651 -5.4296 4.4294
C: 1.2429 1.7123 1.7930
C: -1.8711 -1.1210 -4.3509
C: 1.3685 1.1577 -2.9643
C: 0.2779 0.3645 -3.4541
C: -2.3119 1.5476 1.3251
C: 2.4803 -6.9712 -1.8123
C: 1.7312 4.0199 3.2771
C: -0.9155 -0.6954 -5.2515
C: 0.5055 2.8776 1.5451
C: 2.2850 1.7032 -3.8647
C: 0.1755 0.0825 -4.8156
C: -3.6281 -4.5644 -1.7190
C: -3.0050 -1.9856 -4.6790
C: 4.3698 3.6593 -1.3940
C: 5.2452 4.4923 -2.0328
H: 2.4912 -6.8794 4.6069
H: 0.1890 4.9211 2.0953
H: -4.3547 -1.6825 -3.0161
H: 4.5631 -5.7371 5.3399
H: 0.0032 3.1363 -0.5182
H: -0.2872 -5.6652 0.5293
H: 5.2991 4.5911 -3.1079
H: 6.8284 5.9254 -1.4542
H: -1.8722 1.8850 -0.6177
H: -2.7379 -1.2347 0.1521
H: 1.3690 -6.2021 2.5293
H: 2.8976 1.8069 -5.9498
H: 3.6352 -3.3662 -0.4766
H: -0.7544 -7.5383 -0.9957
H: 3.2584 -7.3295 -2.4742
H: 4.3416 -3.1863 1.9155
H: 3.7282 -5.4586 -0.9755
H: -1.9423 2.6464 3.8367
H: -4.8559 -4.5463 -6.2155
H: 3.2313 2.8684 4.3066
H: 4.0127 2.9682 -4.0288
H: -4.1764 -3.0534 -0.2896
H: -0.9992 -0.9540 -6.3012
H: -0.6094 -4.8579 -3.1951
H: -1.5172 -2.0401 0.7974
H: -5.8854 -3.5573 -4.0273
H: -0.1677 -2.8667 -1.7793
H: 1.0775 0.3679 -6.7693
H: 0.0097 -0.8158 5.4626
H: 5.4851 -3.8869 3.9791
H: -3.0837 0.8715 0.9556
H: -2.4184 -1.0244 -2.2807
H: -0.3545 -1.9405 3.2727
H: -1.1650 3.8033 0.6143
H: -0.8289 1.5220 5.7639
H: 2.4860 2.2311 -0.1024
H: 1.0065 -8.3848 -2.4928
H: -4.5932 -5.0551 -1.7200
H: -2.7897 2.5014 1.5730
H: 6.2802 5.3290 1.0461

Cartesian forces (eV/Å) of the 6 atoms listed first:
-0.01 -0.01 0.00
-0.06 0.02 -0.02
-0.56 0.28 -0.44
0.00 -0.05 0.03
0.07 0.10 0.11
0.10 -0.18 0.08